# 1
Computed, not measured: a structure of composition C17H18Br2N8O3SSeZn, with ωB97M-V/def2-TZVPD.

Cartesian coordinates (Å):
Zn1 1.580633 0.779387 0.137576
N1 -6.554679 1.013332 -0.063530
C1 -5.199658 1.284957 -0.095062
C2 -4.472719 1.421321 1.089847
C3 -3.127212 1.739223 1.053824
C4 -2.489831 1.924562 -0.164537
C5 -3.205357 1.813016 -1.352092
C6 -4.545134 1.487791 -1.315401
S1 -0.790772 2.378679 -0.206744
O1 -0.276835 2.166447 1.157471
O2 -0.672111 3.682903 -0.779116
N2 0.040407 1.250358 -0.999871
C7 0.307039 1.243002 -2.349042
N3 -0.526827 1.768575 -3.241374
C8 -0.129583 1.707814 -4.510639
C9 1.057322 1.119143 -4.902599
C10 1.837680 0.582706 -3.888360
N4 1.478240 0.641007 -2.616802
H1 -6.917509 0.598877 0.777471
H2 -6.965349 0.653027 -0.907570
H3 -4.974417 1.296782 2.042151
H4 -2.575198 1.874784 1.974235
H5 -2.699024 1.975739 -2.294777
H6 -5.103386 1.399734 -2.239822
H7 -0.802488 2.146080 -5.239772
H8 1.360042 1.079824 -5.937779
H9 2.783564 0.095091 -4.096715
Br1 3.839026 -2.354622 3.590821
C11 3.949324 -0.484284 3.110328
Br2 2.488724 0.536605 3.832403
H10 3.920795 -0.413971 2.030426
H11 4.870556 -0.086250 3.512163
C12 2.923737 -4.264809 0.378456
N5 1.913331 -3.316848 0.833748
C13 0.875028 -3.681912 1.616196
C14 -0.019579 -2.786513 2.079871
C15 0.175943 -1.417699 1.723539
N6 1.210279 -1.056131 0.964122
C16 2.120472 -1.978305 0.502861
O3 3.086124 -1.645553 -0.155467
N7 -0.665693 -0.484199 2.151880
H12 2.624591 -5.263483 0.686465
H13 3.887733 -4.011310 0.815822
H14 3.011158 -4.217042 -0.704172
H15 0.805742 -4.735378 1.850554
H16 -0.841440 -3.088307 2.709006
H17 -1.457895 -0.756230 2.704780
H18 -0.550928 0.499183 1.904320
Se1 5.901402 2.343496 1.451440
C17 4.292669 1.921197 0.867332
N8 3.222064 1.618202 0.512132

Atomic forces in eV per Å
0.13 -0.27 -0.17
-0.01 0.02 0.00
0.02 0.00 -0.01
-0.01 0.00 0.00
-0.01 0.01 -0.01
0.00 -0.02 0.01
0.02 -0.01 0.00
-0.01 0.00 0.00
0.12 -0.04 0.11
-0.12 0.09 -0.07
-0.02 0.01 -0.01
-0.19 0.13 0.04
0.13 0.07 0.02
-0.02 -0.03 -0.01
-0.03 -0.01 0.01
0.02 0.01 0.00
0.01 -0.04 -0.01
-0.03 0.00 -0.01
0.00 -0.01 0.00
0.00 -0.01 0.00
0.00 0.00 0.00
0.00 -0.01 0.00
0.00 0.00 -0.01
0.00 0.00 0.00
0.00 0.01 0.00
0.00 0.00 0.00
0.00 0.01 -0.01
0.01 -0.01 0.00
-0.01 0.02 0.02
0.00 0.02 0.01
0.00 -0.01 0.00
0.01 0.00 -0.01
-0.01 0.00 0.01
-0.01 0.01 -0.06
0.00 0.01 -0.01
0.00 0.01 0.02
0.03 0.00 0.03
-0.16 -0.02 -0.01
0.11 0.05 0.15
-0.06 0.01 -0.08
-0.06 -0.05 0.01
0.00 0.00 0.00
0.00 0.00 0.01
0.00 -0.01 0.00
0.01 0.00 -0.01
0.00 0.00 0.00
0.00 0.02 0.01
0.02 -0.02 -0.03
0.07 0.00 0.03
-0.10 0.00 0.00
0.13 0.10 0.01

The orbital gap is 7.57 eV. The value obtained for the LUMO energy is 0.00 eV. Its HOMO energy is -7.5646 eV. The calculation puts the maximum force at 0.34 eV/A. As for the spin multiplicity: 1. The total energy comes out at -11049.494624 Ha.

---

# 2
Computed, not measured: a cluster of 2 separate species, C17H29N3O3S in total, with ωB97M-V/def2-TZVPD.

Cartesian coordinates (Å):
C1 4.257554 0.360125 3.348620
C2 4.188379 0.570399 1.690849
C3 3.948208 -0.912561 1.032455
C4 2.977483 1.648319 1.431923
C5 2.266207 1.551924 -0.041874
C6 0.653117 1.118033 0.046136
O1 -0.207625 2.308979 0.117142
C7 -1.637998 1.965600 0.173765
O2 -2.052028 0.841956 -0.420210
C8 -2.754105 2.939700 0.890404
C9 -4.290460 2.370764 0.854176
C10 -4.715204 1.765822 2.329178
C11 -5.346107 0.231222 2.252990
S1 -4.076638 -1.000297 2.868140
C12 -3.503280 -2.171442 1.523889
N1 -2.284254 -2.037180 0.616585
N2 -2.058825 -3.073011 -0.287046
C13 -3.214022 -4.014746 0.024497
O3 -4.077266 -3.478962 1.094180
H1 5.028436 1.143665 3.806264
H2 3.179836 0.520034 3.796288
H3 4.603601 -0.723496 3.650019
H4 5.219341 0.964030 1.299092
H5 4.219124 -0.917200 -0.120575
H6 2.874237 -1.346668 1.224709
H7 4.716442 -1.648669 1.570939
H8 3.466273 2.729992 1.498410
H9 2.099212 1.584950 2.231127
H10 2.297349 2.642841 -0.520737
H11 2.845287 0.861955 -0.816555
H12 0.519486 0.500009 1.045433
H13 0.476988 0.454793 -0.928883
H14 -2.779855 4.003714 0.356692
H15 -2.494664 3.184627 2.029751
H16 -4.514723 1.584232 0.017555
H17 -5.019882 3.290626 0.638363
H18 -3.802632 1.732293 3.066888
H19 -5.523826 2.506912 2.786274
H20 -5.771518 -0.050638 1.196361
H21 -6.249880 0.210117 3.031259
H22 -3.263210 -5.025521 -0.583271
C14 0.788462 -2.271222 -3.277819
C15 0.972342 -1.548921 -4.608704
C16 2.440673 -1.424372 -5.020212
C17 3.202153 -0.629900 -3.971673
N3 3.833811 0.029104 -3.101828
H23 1.260508 -1.726833 -2.453826
H24 -0.275845 -2.362072 -3.038692
H25 1.216996 -3.279257 -3.315885
H26 0.520313 -0.552093 -4.536541
H27 0.427239 -2.094033 -5.387197
H28 2.518148 -0.912672 -5.985330
H29 2.896641 -2.414967 -5.123496

Atomic forces in eV per Å
0.35 0.32 -0.24
-0.76 -0.91 1.21
0.83 -0.17 0.08
0.24 0.66 -0.79
-0.54 1.18 -0.45
2.12 -1.55 -0.47
-3.21 -1.22 0.72
-1.04 -5.06 -3.04
2.42 6.78 3.68
0.14 1.15 -0.06
-0.43 0.24 0.40
-0.42 -0.09 -0.27
-1.33 1.34 -0.05
0.31 -1.60 -1.84
3.84 -2.06 -5.29
-3.09 -0.38 2.30
-7.00 -1.94 4.62
2.85 4.14 0.47
3.01 0.46 -2.14
-1.84 -1.68 -0.80
2.26 -0.24 -0.80
-0.56 2.17 -0.70
-2.07 -0.60 0.74
-0.81 -0.02 2.37
2.00 1.01 -0.46
-1.65 1.53 -1.24
-1.13 -2.26 0.13
2.11 -0.02 -1.50
-0.17 -2.34 0.92
-1.37 1.31 1.86
0.02 1.06 -2.25
-0.21 1.54 2.34
0.47 -2.37 0.95
-0.19 -0.72 -2.60
0.89 1.48 1.59
1.74 -1.95 0.46
-1.73 0.12 -1.49
1.65 -1.77 -0.83
0.99 0.58 2.09
2.03 -0.32 -1.69
-0.71 2.21 1.97
-0.14 -0.05 0.06
-0.33 -0.04 0.27
0.32 0.70 0.77
4.53 4.41 5.70
-5.07 -5.25 -6.88
0.00 -0.08 -0.11
0.18 -0.02 0.01
-0.04 0.12 0.04
0.13 -0.13 -0.11
0.17 0.12 -0.02
0.18 0.02 0.22
0.07 0.20 0.13

The orbital gap is 8.96 eV. The value obtained for the LUMO energy is -0.17 eV. Its HOMO energy is -9.1269 eV. The calculation puts the maximum force at 10.02 eV/A. As for the spin multiplicity: 1. The total energy comes out at -1452.916150 Ha. The structure (SMILES) is CC(C)CCCOC(=O)CCCCSc1nnco1.CCCC#N.